# 1
# C5H7N

An isolated molecule of C5H7N at a distorted geometry (ωB97M-V with the def2-TZVPD basis set, the Open Molecules 2025 dataset).

Positions of all 13 atoms, in Å:
N: 0.27 -1.74 0.05
C: 0.29 -1.25 1.31
C: -0.04 -0.73 -0.84
C: -0.05 0.45 -0.11
C: -0.15 0.05 1.25
C: -0.27 1.74 -0.87
H: -0.47 1.50 -1.90
H: -0.32 0.64 2.14
H: 0.24 -0.88 -1.87
H: -1.07 2.31 -0.41
H: 0.58 2.42 -0.75
H: 0.52 -1.83 2.19
H: 0.46 -2.70 -0.18

Calculated values
- HOMO level: -0.297 Ha
- SMILES: Cc1cc[nH]c1
- Energy relative to the best compared isomer or geometry (same formula, charge and spin): 64.1 kJ/mol
- E_LUMO: 0.0404 Ha
- Largest force on an atom: 2.9 eV/A
- HOMO-LUMO gap: 0.33719 Eh
- Total charge: 0
- 2S+1: 1

Atomic partial charges in e from the Mulliken method, atoms 1 to 6: atom 1 (N): -0.0250, atom 2 (C): -0.3976, atom 3 (C): -0.5956, atom 4 (C): 0.6497, atom 5 (C): -0.6667, atom 6 (C): -1.0611

# 2
# C21H33Cl2FeN4O3S

A structure of composition C21H33Cl2FeN4O3S at a distorted geometry (ωB97M-V with the def2-TZVPD basis set, the Open Molecules 2025 dataset).

Positions of all 65 atoms, in Å:
Fe: 1.75 0.58 0.78
Cl: 2.76 1.71 -0.77
Cl: 0.13 0.96 2.14
S: -2.29 -0.82 0.07
O: -1.03 2.17 -1.06
O: -0.26 -3.02 0.58
O: 0.51 -0.64 -2.09
N: -3.82 1.36 -0.50
N: -0.24 4.30 -1.34
N: -3.42 1.10 1.62
N: 0.31 -2.38 -3.59
C: -3.75 1.22 -1.93
C: 0.80 -2.93 2.70
C: 2.17 -1.24 0.76
C: -0.34 -3.63 -3.95
C: 1.66 -3.78 3.39
C: -4.13 2.28 1.48
C: -0.50 3.19 -0.62
C: -0.21 -2.27 4.78
C: 1.56 -3.88 4.78
C: 2.85 -0.76 1.93
C: -0.67 4.39 -2.72
C: 0.61 -3.14 5.50
C: 0.11 -1.78 -2.39
C: 0.28 5.52 -0.74
C: 4.20 -0.15 1.85
C: -3.18 0.52 0.38
C: -0.15 -2.18 3.38
C: 2.94 -1.82 -0.40
C: 0.82 -2.95 1.17
C: -4.36 2.45 0.15
C: 1.06 -1.71 -4.63
H: -0.87 3.38 -3.08
H: -4.46 1.90 -2.41
H: 4.09 0.91 2.07
H: 4.01 -2.10 -0.22
H: -0.43 -2.41 -1.65
H: 1.62 -3.61 0.84
H: -0.94 -1.67 5.31
H: -2.74 1.44 -2.27
H: 2.27 -0.83 2.88
H: -1.58 5.00 -2.80
H: 2.55 -2.72 -0.88
H: 0.60 -3.18 6.60
H: 0.40 -4.38 -4.26
H: -4.01 0.20 -2.18
H: -0.15 3.26 0.43
H: 4.82 -0.59 2.62
H: 2.89 -1.01 -1.14
H: -0.85 -1.56 2.83
H: -1.02 -3.50 -4.81
H: 2.21 -4.57 5.30
H: 1.60 -0.87 -4.20
H: 1.12 5.91 -1.34
H: 0.39 -1.36 -5.43
H: -4.39 2.89 2.32
H: 4.66 -0.32 0.87
H: 2.37 -4.39 2.80
H: 0.14 4.85 -3.30
H: -0.91 -4.02 -3.11
H: -3.02 0.74 2.45
H: -4.87 3.21 -0.41
H: -0.49 6.30 -0.68
H: 0.63 5.30 0.27
H: 1.74 -2.43 -5.09

Calculated values
- HOMO level (alpha / beta): -0.135 / -0.144 Ha
- E_LUMO (alpha / beta): 0.0989 / 0.0988 Ha
- Largest force on an atom: 4.4 eV/A
- HOMO-LUMO gap (alpha / beta): 0.23381 / 0.24309 Eh
- Total charge: -1
- 2S+1: 5

Atomic partial charges in e from the Mulliken method, atoms 1 to 6: atom 1 (Fe): -0.4088, atom 2 (Cl): -0.6104, atom 3 (Cl): -0.5540, atom 4 (S): -0.2169, atom 5 (O): -0.1813, atom 6 (O): -0.7146

# 3
# C33H29F5N7O5RuS2Se

A structure of composition C33H29F5N7O5RuS2Se (ωB97M-V with the def2-TZVPD basis set, the Open Molecules 2025 dataset).

Positions of all 83 atoms, in Å:
Ru: -0.13 0.28 1.49
Se: 1.56 -1.41 -3.73
S: -0.13 -0.82 3.48
S: -2.07 1.18 2.14
F: 2.42 1.13 -5.34
F: 1.48 -0.27 -9.71
F: 0.63 -3.19 -6.14
F: 2.39 1.61 -7.95
F: 0.61 -2.67 -8.75
O: 1.29 7.33 -0.40
O: -0.31 1.68 -0.32
O: 0.77 -2.66 1.39
O: 1.79 -0.10 0.47
O: -2.71 -0.31 -0.46
N: -0.32 -3.52 -0.39
N: 5.61 4.68 1.94
N: 5.78 3.44 1.89
N: 0.76 3.63 -0.78
N: 1.16 1.77 2.27
N: -0.89 -1.37 0.47
N: 1.26 1.71 -1.97
C: 2.72 6.97 1.55
C: -1.64 -0.43 4.22
C: 4.02 5.00 0.08
C: -2.16 -2.40 -1.34
C: 0.22 4.31 0.38
C: -2.50 0.45 3.64
C: 2.72 0.67 0.85
C: 4.72 2.56 1.65
C: 3.79 6.27 2.09
C: 0.52 8.23 0.36
C: 1.96 0.42 -7.49
C: 5.02 1.43 0.88
C: 1.53 -1.06 -5.58
C: -1.32 -3.44 -1.31
C: 1.97 0.15 -6.13
C: 0.83 2.64 3.20
C: -1.96 -1.28 -0.41
C: -0.09 -2.49 0.54
C: 1.76 3.56 3.70
C: 2.32 6.70 0.25
C: -1.94 -1.08 5.55
C: 3.03 3.60 3.20
C: 3.40 2.69 2.18
C: 2.99 5.72 -0.49
C: 1.06 -1.74 -7.89
C: 4.43 5.26 1.39
C: 4.07 0.53 0.45
C: 0.53 2.29 -0.99
C: -3.82 0.82 4.27
C: 1.50 -0.53 -8.38
C: 1.08 -1.99 -6.53
C: 0.60 -4.64 -0.44
C: 2.43 1.75 1.78
H: -2.95 -2.32 -2.07
H: 4.32 -0.29 -0.20
H: -4.53 -0.01 4.22
H: 3.75 4.29 3.60
H: 2.69 5.56 -1.52
H: -0.19 2.59 3.56
H: 1.02 4.58 1.07
H: -0.32 5.21 0.09
H: 1.06 -4.71 -1.43
H: -1.23 -1.88 5.75
H: 0.09 -5.58 -0.21
H: 1.11 9.08 0.70
H: 1.61 4.00 -1.17
H: 1.06 0.77 -2.29
H: -1.38 -4.26 -2.01
H: 1.77 2.28 -2.62
H: -2.95 -1.51 5.56
H: -4.26 1.67 3.73
H: 1.46 4.24 4.49
H: 1.37 -4.46 0.30
H: -0.46 3.63 0.88
H: 0.08 7.74 1.23
H: 4.51 4.22 -0.49
H: -3.71 1.10 5.32
H: -1.89 -0.36 6.37
H: -0.27 8.58 -0.29
H: 4.13 6.50 3.10
H: 2.22 7.73 2.14
H: 6.06 1.31 0.58

Calculated values
- HOMO level (alpha / beta): -0.048 / -0.076 Ha
- Energy relative to the best compared isomer or geometry (same formula, charge and spin): 86.5 kJ/mol
- E_LUMO (alpha / beta): 0.1342 / 0.1341 Ha
- Largest force on an atom: 0.6 eV/A
- HOMO-LUMO gap (alpha / beta): 0.18176 / 0.20962 Eh
- Total charge: -2
- 2S+1: 2

Atomic partial charges in e from the Mulliken method, atoms 1 to 6: atom 1 (Ru): 0.8942, atom 2 (Se): -0.3920, atom 3 (S): -0.3545, atom 4 (S): -0.3998, atom 5 (F): -0.2870, atom 6 (F): -0.3351

# 4
# C4H7N3O2

An isolated molecule of C4H7N3O2 at a distorted geometry (ωB97M-V with the def2-TZVPD basis set, the Open Molecules 2025 dataset).

Positions of all 16 atoms, in Å:
O: 2.83 -1.09 -0.24
O: 1.38 2.07 0.08
N: 2.91 0.36 -0.11
N: -2.89 0.08 -0.23
N: 1.53 -1.45 0.15
C: -1.43 -0.06 -0.56
C: 0.86 -0.28 0.37
C: 1.76 0.87 0.13
C: -0.63 -0.27 0.66
H: 3.75 0.63 -0.91
H: -1.14 -0.78 -1.19
H: -3.11 0.87 0.54
H: -0.74 0.50 1.31
H: -0.90 -1.30 1.01
H: -1.06 0.85 -0.99
H: -3.14 -1.00 -0.02

Calculated values
- HOMO level: -0.346 Ha
- SMILES: NCCc1no[nH]c1=O
- Energy relative to the best compared isomer or geometry (same formula, charge and spin): 556.8 kJ/mol
- E_LUMO: 0.0008 Ha
- Largest force on an atom: 8.7 eV/A
- HOMO-LUMO gap: 0.34671 Eh
- Total charge: 0
- 2S+1: 1

Atomic partial charges in e from the Mulliken method, atoms 1 to 6: atom 1 (O): -0.1404, atom 2 (O): -0.6559, atom 3 (N): -0.0971, atom 4 (N): -0.5692, atom 5 (N): -0.4259, atom 6 (C): -1.0888

Among the records above, which one has the highest largest force on an atom? C4H7N3O2